ORCA calculation (ωB97M-V/def2-TZVPD) on one molecule with the formula CH2FOPS in a non-equilibrium geometry.

Element x y z (Å)
H1 -0.44001 0.86990 1.28610
H2 -0.82965 1.42391 -0.34026
C1 -0.23381 0.66403 0.21298
O1 1.92392 -0.69401 0.93646
P1 -0.53610 -1.11863 -0.17720
S1 1.43486 -0.07967 -0.29960
F1 -1.31922 -1.06554 -1.61848

Results
- SMILES = O=S1#P(F)C1
- calculated total energy (eV) = -25957.22024
- LUMO (Ha) = -0.0031
- 2S+1 = 1
- F_max (hartree/bohr) = 0.048
- HOMO energy (eV) = -9.2768
- energy relative to the best compared isomer or geometry (same formula, charge and spin) (kcal/mol) = 29.7

Quick look at the Mulliken charges, all values in e: atom 1 (H): 0.306, atom 2 (H): 0.376, atom 3 (C): -0.497, atom 4 (O): -0.523, atom 5 (P): 0.315, atom 6 (S): 0.312, atom 7 (F): -0.289